ORCA calculation (ωB97M-V with the def2-TZVPD basis set) on a cluster of 9 separate species, C32H89N7O11 in total.

Geometry as XYZ:
```
139
C32H89N7O11, DFT ωB97M-V with the def2-TZVPD basis set
C -18.61436 -20.14765 0.87512
O -18.42893 -20.69356 2.15794
C -17.34247 -20.13806 2.88282
C -17.27577 -20.83454 4.24127
C -16.16959 -20.30536 5.18048
N -17.10034 -22.29987 4.26756
H -19.31803 -20.71927 0.28115
H -17.63218 -20.02363 0.39605
H -18.87315 -19.07978 0.83223
H -16.44122 -20.29252 2.28356
H -17.50764 -19.08805 3.13603
H -18.23842 -20.66600 4.73981
H -16.48165 -20.20317 6.21599
H -16.03533 -19.26203 4.85324
H -15.22194 -20.78328 4.94533
H -17.78160 -22.64539 3.58581
H -17.46852 -22.75988 5.09194
C -11.28931 -25.40071 3.46368
O -10.63086 -24.24868 2.92337
C -10.74739 -23.12781 3.78204
C -11.33745 -21.91190 3.01877
C -12.79123 -22.16991 2.59689
N -10.48388 -21.55313 1.86583
H -11.26583 -26.19136 2.71647
H -12.29441 -25.10392 3.76454
H -10.66690 -25.74544 4.29555
H -11.19191 -23.30901 4.76234
H -9.72495 -22.80512 4.01290
H -11.33625 -21.17213 3.82272
H -13.18606 -21.32748 2.03755
H -13.33812 -22.41474 3.51493
H -12.82386 -23.16813 2.15175
H -11.14999 -21.08681 1.24344
H -10.46653 -22.40187 1.29030
C -17.40643 -21.00557 8.96329
O -18.20943 -20.22540 9.80203
C -17.58271 -19.84340 10.99546
C -18.63387 -19.11909 11.82067
C -19.06832 -17.73672 11.27339
N -18.17585 -18.97481 13.20923
H -16.42048 -20.53464 8.86577
H -17.89706 -21.13589 7.99837
H -17.20419 -22.03662 9.28333
H -17.27072 -20.66466 11.65085
H -16.76863 -19.12580 10.84194
H -19.57262 -19.68351 11.78051
H -18.24338 -17.01683 11.30867
H -19.76072 -17.32466 12.00774
H -19.38537 -17.81340 10.23586
H -17.67498 -19.82211 13.45132
H -18.92464 -18.87138 13.87944
C -12.66943 -18.56019 4.81938
O -12.00166 -17.33490 4.55296
C -11.25306 -16.73304 5.55691
C -10.71080 -15.40671 4.98180
C -9.46781 -15.53651 4.09009
N -10.35963 -14.47492 6.09727
H -13.72095 -18.49546 4.54779
H -12.71438 -18.68408 5.91167
H -11.94596 -19.27882 4.43536
H -11.91218 -16.51892 6.41173
H -10.45784 -17.35270 5.99505
H -11.51715 -14.86210 4.49231
H -9.06437 -14.64775 3.60828
H -9.81707 -16.11361 3.21987
H -8.68570 -16.17728 4.49769
H -9.69311 -13.80218 5.73251
H -9.76967 -14.95306 6.77703
C -17.45204 -15.43270 0.59753
O -17.18745 -15.54580 -0.77863
C -16.57828 -16.76290 -1.10113
C -15.71530 -16.57501 -2.38553
C -14.83485 -17.75506 -2.72015
N -14.86517 -15.35249 -2.29208
H -16.64525 -15.70100 1.28986
H -18.23433 -16.11991 0.95127
H -17.77748 -14.40970 0.77242
H -15.85165 -17.13766 -0.36471
H -17.32816 -17.56056 -1.18675
H -16.42702 -16.34995 -3.18545
H -14.24064 -17.97825 -1.83245
H -14.25019 -17.53376 -3.60711
H -15.51837 -18.58613 -2.92143
H -14.34454 -15.32740 -1.42027
H -15.63775 -14.69246 -2.21140
C -20.58257 -22.83962 7.60517
O -19.82731 -24.02819 7.63872
C -18.82898 -24.15777 6.62032
C -18.77040 -25.60193 6.11657
C -18.18325 -26.53411 7.12412
N -18.08566 -25.65845 4.83407
H -20.86866 -22.52969 6.59079
H -20.03745 -21.99701 8.03199
H -21.56760 -23.01995 8.03546
H -19.12238 -23.49755 5.79915
H -17.86807 -23.80277 7.01560
H -19.83702 -25.74699 5.91924
H -18.23866 -27.59108 6.86061
H -18.79724 -26.47529 8.02857
H -17.17072 -26.31285 7.46719
H -18.40609 -24.98582 4.14970
H -17.07995 -25.56043 4.89778
C -17.10226 -15.54384 8.57142
O -17.16372 -15.74928 7.18325
C -15.90003 -15.74417 6.53594
C -15.98441 -14.87175 5.25665
C -14.69373 -15.10661 4.44424
N -15.96467 -13.46479 5.68163
H -16.50195 -16.29814 9.08339
H -18.11634 -15.59132 8.98015
H -16.86972 -14.50551 8.83642
H -15.07529 -15.42811 7.18681
H -15.60485 -16.79397 6.38484
H -16.87363 -15.20274 4.71874
H -13.81551 -15.06367 5.09894
H -14.43663 -14.31611 3.73792
H -14.69820 -16.08433 3.96364
H -16.57102 -13.35838 6.49168
H -15.02323 -13.43755 6.07086
O -22.22725 -25.33225 2.15342
C -21.55769 -24.64331 1.10784
C -21.16587 -23.21571 1.40929
O -20.30988 -23.15246 2.53805
H -21.48207 -25.44852 2.76131
H -20.74016 -25.26658 0.73094
H -22.24817 -24.53058 0.26418
H -22.03303 -22.57001 1.59021
H -20.63057 -22.77607 0.55842
H -19.87906 -22.29304 2.58298
O -21.16941 -17.56655 5.09809
C -19.94766 -18.30905 4.95429
C -19.34164 -18.51058 6.34591
O -20.06813 -19.58394 6.95048
H -20.96420 -16.67774 5.39396
H -20.04377 -19.19818 4.33784
H -19.34916 -17.58643 4.37979
H -19.48672 -17.61579 6.95169
H -18.27121 -18.68433 6.22770
H -20.83092 -19.18650 7.37850
```

LUMO level   0.2 eV
SMILES   COC[C@H](C)N.COC[C@H](C)N.COC[C@H](C)N.COC[C@H](C)N.COC[C@H](C)N.COC[C@H](C)N.COC[C@H](C)N.OCCO.OCCO
HOMO energy   -8.98 eV
ΔE to the lowest compared entry with this formula, charge and spin   149.1 kcal per mole